# 1
Below is a 2-piece molecular cluster, C3H11N2OS overall at a distorted geometry, with properties calculated with ωB97M-V/def2-TZVPD.

```
18
Properties=species:S:1:pos:R:3:forces:R:3
N 0.8321 -1.2811 0.0381 -1.2530 -1.9135 -1.6856
C 0.2517 0.0297 -0.2292 3.6319 2.3154 -1.2632
C 0.5640 0.5488 -1.6983 1.3245 -3.0294 -0.7855
S -0.2936 -0.4458 -3.0260 -0.1810 -0.3815 0.5043
C 0.8076 1.0687 0.8544 -0.9879 -2.3486 0.5770
N 0.0427 0.9027 2.0891 -0.3790 0.9806 0.8010
H 0.5575 -1.8976 -0.8099 0.1008 1.2114 1.5305
H 1.8349 -1.2761 -0.0966 0.2489 0.5658 0.1869
H -0.8109 0.0376 -0.1467 -0.6552 -0.1988 0.1634
H 0.1788 1.4866 -1.9124 -0.3575 2.1807 0.2821
H 1.6581 0.4543 -2.0911 -1.4766 0.4892 1.5455
H 1.8416 0.9418 1.2186 -0.0511 -0.1704 -0.9594
H 0.6869 2.0716 0.5263 -0.0883 0.8957 -0.5629
H 0.3880 0.2183 2.7276 0.4831 -0.4767 -0.0068
H -0.9241 0.6762 1.9447 -0.3412 -0.0022 -0.3449
H -3.0039 -0.8225 -0.3852 0.5854 0.0378 -1.9688
H -1.8918 -1.5958 0.5475 -0.0145 0.2268 -1.1460
O -2.7197 -1.1173 0.4492 -0.5892 -0.3822 3.1323
```
Forces are in eV/Å.

Results
Energy relative to the best compared isomer or geometry (same formula, charge and spin) in eV: 1.086
Electronic energy in eV: -19152.576
Net charge: -1
HOMO level in eV: -2.58
Kohn-Sham gap in Eh: 0.2427



# 2
Below is a 2-piece molecular cluster, C2H4BrN overall at a distorted geometry, with properties calculated with ωB97M-V/def2-TZVPD.

```
8
Properties=species:S:1:pos:R:3:forces:R:3
C 0.0327 0.7183 0.6628 -0.0798 -2.2134 -2.0757
C 0.1171 -1.2236 -0.9228 0.0508 1.9378 1.7438
N -0.9372 1.4253 0.5126 -0.5665 0.3254 -0.1062
Br 1.5829 0.7534 1.7365 0.3455 0.2029 0.4336
H 1.1794 -1.3599 -0.9164 0.2770 -0.1195 -0.0674
H -0.3355 -0.7233 -1.7518 -0.1531 0.1424 -0.2981
H -0.4859 -1.8752 -0.3263 -0.1817 -0.2816 0.1158
H -1.1534 2.2850 1.0053 0.3078 0.0059 0.2542
```
Forces are in eV/Å.

Results
Energy relative to the best compared isomer or geometry (same formula, charge and spin) in eV: 3.369
Electronic energy in eV: -73667.623
HOMO level (spin up / spin down) in eV: -8.50 / -8.28
Kohn-Sham gap (spin up / spin down) in Eh: 0.3002 / 0.3074



# 3
Below is a 2-piece molecular cluster, C10H16I2N4O6 overall at a distorted geometry, with properties calculated with ωB97M-V/def2-TZVPD.

```
38
Properties=species:S:1:pos:R:3:forces:R:3
C 3.7793 -2.4425 0.9195 -0.2131 0.8246 0.3639
C 2.6996 -1.5887 0.1519 0.7541 -0.8509 0.3930
O 1.8611 -2.4459 -0.6548 -0.6943 0.5810 0.0891
C 0.8144 -1.6905 -1.2644 0.3562 -0.5082 -0.7800
C -0.5157 -1.6990 -0.4595 -1.4612 1.1329 0.7368
N -1.5120 -0.7284 -0.4505 0.2257 -1.3674 0.9560
C -1.6052 0.5732 -1.1533 -0.8705 1.4765 0.0360
C -0.3060 1.4602 -1.1248 1.3186 0.7455 -1.0888
O 0.2657 1.6339 -2.1844 -0.4039 -0.7427 0.5558
N 0.2552 2.0663 0.0400 -2.0515 -2.6166 -0.1337
C -0.6289 1.9799 1.2186 0.5345 0.6985 1.2640
C 1.6182 1.5958 0.3382 1.1025 1.2163 0.6559
C -2.5575 -1.1661 0.3743 -0.3491 -2.2638 1.5877
I -4.4379 -0.2921 0.8626 1.2877 -0.1772 -0.5057
C -2.2241 -2.4416 0.9605 0.1239 4.0438 -2.6999
O -2.9150 -3.2422 1.8173 1.1714 1.0591 -0.6970
N -0.9677 -2.6761 0.3805 0.0683 -1.1605 0.7492
I -0.0970 -4.4483 0.9465 0.2830 0.1089 -0.2751
H 3.4380 -2.6752 1.9659 0.2283 -0.0463 -1.1197
H 4.6778 -1.7750 1.0418 -0.7423 -0.8055 -0.1708
H 4.0737 -3.3742 0.3796 -0.3247 0.8350 0.3532
H 3.2466 -0.8958 -0.5404 -0.7163 -0.2871 0.6692
H 2.0345 -1.0692 0.8853 0.7645 -0.0649 -0.6266
H 0.6136 -2.1665 -2.2677 0.0400 0.4012 1.0027
H 1.2122 -0.6672 -1.4870 -0.9862 -0.5733 0.2865
H -1.9829 0.4114 -2.1991 0.8740 0.2275 0.9207
H -2.4113 1.1831 -0.6499 0.7597 -0.7282 -0.4974
H -0.5570 0.9702 1.7331 -0.2743 0.7843 -0.5550
H -1.6831 2.2837 1.0114 0.9879 -0.2350 -0.0983
H -0.2330 2.7245 1.9682 -0.5071 -0.7060 -0.7149
H 1.6328 0.9845 1.2848 -0.1380 0.3746 -0.9192
H 2.2664 2.4953 0.5545 -0.5686 -0.9149 -0.2548
H 2.1062 1.0429 -0.4947 -0.6520 0.5427 0.5064
H -3.2971 -2.6416 2.4899 0.0173 -0.4153 -0.2681
N -2.1647 4.6858 -1.6011 0.2683 0.5480 -0.0371
O -2.8225 3.6163 -1.6391 -0.1424 -0.7694 0.1350
O -1.2424 4.8130 -0.7705 0.0013 -0.2172 0.1634
O -2.4340 5.6059 -2.3832 -0.0719 -0.1501 0.0177
```
Forces are in eV/Å.

Results
Electronic energy in eV: -45067.579
HOMO level in eV: -6.64
Kohn-Sham gap in Eh: 0.1545



Q: The highest electronic energy belongs to which entry?
A: C3H11N2OS



Q: The highest electronic energy belongs to which entry?
A: C3H11N2OS



What did the third record say?
Below is a 2-piece molecular cluster, C10H16I2N4O6 overall at a distorted geometry, with properties calculated with ωB97M-V/def2-TZVPD.

```
38
Properties=species:S:1:pos:R:3:forces:R:3
C 3.7793 -2.4425 0.9195 -0.2131 0.8246 0.3639
C 2.6996 -1.5887 0.1519 0.7541 -0.8509 0.3930
O 1.8611 -2.4459 -0.6548 -0.6943 0.5810 0.0891
C 0.8144 -1.6905 -1.2644 0.3562 -0.5082 -0.7800
C -0.5157 -1.6990 -0.4595 -1.4612 1.1329 0.7368
N -1.5120 -0.7284 -0.4505 0.2257 -1.3674 0.9560
C -1.6052 0.5732 -1.1533 -0.8705 1.4765 0.0360
C -0.3060 1.4602 -1.1248 1.3186 0.7455 -1.0888
O 0.2657 1.6339 -2.1844 -0.4039 -0.7427 0.5558
N 0.2552 2.0663 0.0400 -2.0515 -2.6166 -0.1337
C -0.6289 1.9799 1.2186 0.5345 0.6985 1.2640
C 1.6182 1.5958 0.3382 1.1025 1.2163 0.6559
C -2.5575 -1.1661 0.3743 -0.3491 -2.2638 1.5877
I -4.4379 -0.2921 0.8626 1.2877 -0.1772 -0.5057
C -2.2241 -2.4416 0.9605 0.1239 4.0438 -2.6999
O -2.9150 -3.2422 1.8173 1.1714 1.0591 -0.6970
N -0.9677 -2.6761 0.3805 0.0683 -1.1605 0.7492
I -0.0970 -4.4483 0.9465 0.2830 0.1089 -0.2751
H 3.4380 -2.6752 1.9659 0.2283 -0.0463 -1.1197
H 4.6778 -1.7750 1.0418 -0.7423 -0.8055 -0.1708
H 4.0737 -3.3742 0.3796 -0.3247 0.8350 0.3532
H 3.2466 -0.8958 -0.5404 -0.7163 -0.2871 0.6692
H 2.0345 -1.0692 0.8853 0.7645 -0.0649 -0.6266
H 0.6136 -2.1665 -2.2677 0.0400 0.4012 1.0027
H 1.2122 -0.6672 -1.4870 -0.9862 -0.5733 0.2865
H -1.9829 0.4114 -2.1991 0.8740 0.2275 0.9207
H -2.4113 1.1831 -0.6499 0.7597 -0.7282 -0.4974
H -0.5570 0.9702 1.7331 -0.2743 0.7843 -0.5550
H -1.6831 2.2837 1.0114 0.9879 -0.2350 -0.0983
H -0.2330 2.7245 1.9682 -0.5071 -0.7060 -0.7149
H 1.6328 0.9845 1.2848 -0.1380 0.3746 -0.9192
H 2.2664 2.4953 0.5545 -0.5686 -0.9149 -0.2548
H 2.1062 1.0429 -0.4947 -0.6520 0.5427 0.5064
H -3.2971 -2.6416 2.4899 0.0173 -0.4153 -0.2681
N -2.1647 4.6858 -1.6011 0.2683 0.5480 -0.0371
O -2.8225 3.6163 -1.6391 -0.1424 -0.7694 0.1350
O -1.2424 4.8130 -0.7705 0.0013 -0.2172 0.1634
O -2.4340 5.6059 -2.3832 -0.0719 -0.1501 0.0177
```
Forces are in eV/Å.

Results
Electronic energy in eV: -45067.579
HOMO level in eV: -6.64
Kohn-Sham gap in Eh: 0.1545



Q: What is the electronic energy in the second record?
A: -73667.623 eV